# C32H34BrLaN3O5SSe

C32H34BrLaN3O5SSe as an isolated structure at a distorted geometry (ωB97M-V/def2-TZVPD, the Open Molecules 2025 dataset).

LUMO level = 2.265 eV
HOMO = -3.918 eV
Total charge = -1
Gap between HOMO and LUMO = 6.18 eV
Energy above the lowest of the compared OMol25 structures with the same formula, charge and spin = 7.18 kcal per mole

Each line ends with the Löwdin charge.
Cartesian coordinates (Å):
1 La 1.2786 -1.3104 0.7472  1.879
2 Br -0.5614 -2.3862 3.5427  0.827
3 Se 3.7181 -1.2335 2.0803  0.652
4 S 0.9531 -5.7409 -1.5433  0.977
5 O 3.5636 -1.4464 0.4573  -0.606
6 O 3.3283 0.3076 2.3859  -0.468
7 O 2.4561 -2.1158 2.6786  -0.626
8 O 5.1268 -1.6417 2.6562  -0.434
9 O 1.1571 1.4080 6.6693  0.075
10 N -0.2262 0.6337 -0.1806  -0.064
11 N 0.4784 0.0320 2.8407  -0.104
12 N 1.4687 -1.7779 -1.8671  0.018
13 C -3.7762 -0.2457 0.8771  -0.291
14 C 1.5997 -2.5223 -4.5382  -0.072
15 C 0.5643 -4.9455 0.8692  -0.243
16 C 1.8063 -1.2013 -4.1606  -0.062
17 C 1.2989 -3.0693 -2.2181  -0.304
18 C 0.1927 -0.6812 3.9124  -0.717
19 C 0.0971 3.0051 -1.0216  -0.016
20 C 4.2689 2.3428 -0.3997  -0.039
21 C -1.8354 -0.8663 -1.2128  -0.092
22 C -2.3074 0.1539 1.0106  -0.099
23 C 1.0031 4.0060 -1.3347  -0.302
24 C -4.0821 -0.1535 -2.0291  -0.126
25 C 0.9608 0.9728 5.4080  -0.299
26 C 1.2884 1.7351 4.2912  0.017
27 C 2.3648 3.8260 -1.1452  -0.055
28 C -3.9565 1.1134 -1.1901  -0.297
29 C -1.6577 0.4149 -0.3664  -0.464
30 C 0.4899 1.7289 -0.5361  -0.311
31 C -2.4913 1.5212 -1.0318  -0.102
32 C 0.3624 -0.2740 5.2157  -0.026
33 C -3.8880 -1.5236 0.0474  -0.120
34 C -4.5589 0.8725 0.1907  -0.128
35 C 2.8132 2.6050 -0.6484  -0.285
36 C 1.3381 -3.4583 -3.5663  -0.045
37 C 1.9040 1.6053 -0.3798  -0.098
38 C 1.7200 -0.8869 -2.8148  -0.118
39 C 0.4725 5.3068 -1.8849  -0.066
40 C 0.7968 -3.7255 0.1660  -0.302
41 C 1.0414 1.2261 3.0288  -0.126
42 C 1.0340 -4.0093 -1.1608  -0.531
43 C 0.6223 -6.0707 0.1028  -0.452
44 C -3.3020 -1.2715 -1.3410  -0.289
45 H -4.4916 1.9340 -1.6891  0.137
46 H -5.1368 -0.4290 -2.1277  0.115
47 H 0.0521 5.1532 -2.8811  0.075
48 H -3.6862 0.0200 -3.0329  0.117
49 H 1.2579 1.8024 2.1359  0.114
50 H 1.2623 6.0530 -1.9602  0.064
51 H -4.1929 -0.4252 1.8761  0.137
52 H 1.7498 2.7036 4.4053  0.119
53 H -0.3196 5.6998 -1.2459  0.072
54 H 1.8364 0.1380 -2.4786  0.105
55 H -3.3461 -2.3360 0.5384  0.120
56 H 4.4039 1.9415 0.6038  0.069
57 H 1.1558 -4.4907 -3.8267  0.076
58 H -4.5021 1.7900 0.7804  0.116
59 H -1.7553 -0.6447 1.5123  0.058
60 H -2.0732 1.7597 -2.0106  0.123
61 H -4.9388 -1.8184 -0.0375  0.116
62 H -1.2675 -1.6774 -0.7443  0.090
63 H 3.0671 4.6148 -1.3786  0.096
64 H 1.6380 -2.8126 -5.5780  0.102
65 H -1.4088 -0.6992 -2.2034  0.124
66 H 0.0687 -0.8827 6.0534  0.113
67 H -3.3727 -2.1886 -1.9395  0.139
68 H 4.6453 1.5949 -1.0978  0.084
69 H -5.6125 0.5962 0.1001  0.114
70 H 2.3037 0.6453 -0.0234  0.024
71 H -0.9321 3.2694 -1.1737  0.070
72 H -2.4694 2.4086 -0.3963  0.115
73 H 4.8582 3.2511 -0.5100  0.068
74 H 0.3537 -5.0014 1.9285  0.069
75 H -2.2221 1.0580 1.6186  0.128
76 H 0.4840 -7.0926 0.4038  0.048
77 H 1.6506 2.2392 6.6561  0.115
78 H 2.0159 -0.4324 -4.8876  0.097